Entry 1:
{"formula": "C24H65F3N9O18S", "method": "ωB97M-V/def2-TZVPD", "species": ["C", "F", "F", "F", "S", "O", "O", "O", "C", "C", "O", "O", "H", "H", "H", "H", "H", "H", "C", "C", "O", "O", "H", "H", "H", "H", "H", "H", "C", "C", "O", "O", "H", "H", "H", "H", "H", "H", "C", "C", "O", "O", "H", "H", "H", "H", "H", "H", "C", "C", "O", "O", "H", "H", "H", "H", "H", "H", "C", "O", "N", "N", "H", "H", "H", "H", "C", "O", "N", "N", "H", "H", "H", "H", "C", "O", "N", "N", "H", "H", "H", "H", "C", "O", "N", "N", "H", "H", "H", "H", "C", "C", "C", "C", "C", "C", "N", "O", "C", "C", "C", "H", "H", "H", "H", "H", "H", "H", "H", "H", "H", "H", "H", "H", "H", "H", "H", "H", "H", "H"], "positions_angstrom": [[-16.101850, 28.391730, -29.866650], [-15.649800, 29.548420, -30.378350], [-16.276500, 27.700490, -30.962130], [-15.220670, 27.728480, -29.053820], [-17.687690, 28.752760, -28.909000], [-17.945190, 27.669880, -27.989810], [-17.478080, 30.004220, -28.183310], [-18.760370, 28.908070, -29.854230], [-13.948020, 26.685880, -30.370010], [-14.711550, 26.076250, -31.584520], [-13.938390, 25.999670, -32.754400], [-13.057970, 25.720580, -29.696030], [-14.663250, 27.131960, -29.678950], [-13.216860, 27.420670, -30.707030], [-15.455000, 26.849300, -31.778920], [-15.139860, 25.095260, -31.378830], [-14.522020, 25.909260, -33.511230], [-12.421710, 26.161850, -29.128520], [-20.577300, 28.116440, -31.438210], [-19.622010, 27.106890, -32.110820], [-18.357590, 27.599320, -31.680910], [-20.439440, 28.108920, -30.024070], [-21.581930, 27.740080, -31.630970], [-20.617730, 29.083450, -31.939550], [-19.800340, 27.156180, -33.185000], [-19.510820, 26.104880, -31.696450], [-18.293730, 27.538100, -30.725000], [-19.654670, 28.650320, -29.911750], [-16.870880, 31.189580, -30.569810], [-17.017960, 32.529110, -31.406900], [-16.450840, 32.330680, -32.707840], [-18.221810, 30.648890, -30.446690], [-16.493720, 31.271090, -29.550390], [-16.245670, 30.568010, -31.210790], [-16.358990, 33.272990, -30.959130], [-18.077130, 32.786490, -31.403770], [-16.260810, 33.210110, -33.042660], [-18.129760, 29.880370, -29.878800], [-13.663030, 28.848370, -28.361060], [-12.597530, 27.793950, -28.233880], [-12.031810, 27.778590, -29.524310], [-13.178450, 30.187980, -28.418050], [-14.577340, 28.697810, -27.787050], [-14.134320, 28.643940, -29.322410], [-12.973210, 26.776620, -28.124280], [-11.862650, 27.834000, -27.429860], [-11.372090, 28.472800, -29.590910], [-13.201320, 30.550020, -27.529230], [-20.778790, 29.427640, -28.161600], [-22.097000, 30.003100, -28.789040], [-22.176850, 31.367440, -28.540470], [-19.702710, 30.073320, -28.822070], [-20.709310, 28.339950, -28.147560], [-20.642710, 29.621670, -27.097680], [-23.009580, 29.595690, -28.353940], [-22.081150, 29.959040, -29.878030], [-21.310760, 31.510860, -28.151980], [-18.958870, 29.555050, -28.506330], [-17.913860, 29.388190, -25.665870], [-18.058320, 29.370970, -24.472590], [-16.951890, 28.819110, -26.342200], [-18.612470, 30.220040, -26.410550], [-16.305460, 28.165530, -25.923780], [-17.193790, 28.722470, -27.318040], [-19.151010, 30.977690, -26.015540], [-18.215260, 30.263790, -27.338130], [-19.896670, 26.133140, -27.856290], [-20.829680, 25.338730, -27.816320], [-19.199750, 26.473240, -26.904850], [-19.823790, 26.908950, -28.862960], [-19.540680, 25.993060, -26.084300], [-18.322710, 26.964950, -27.000360], [-20.388480, 26.899270, -29.700300], [-19.274410, 27.738200, -28.687950], [-14.284260, 26.851110, -26.463960], [-13.483000, 27.400220, -25.717150], [-14.058200, 25.694950, -26.874930], [-15.433100, 27.297310, -26.747280], [-13.142010, 25.304940, -26.705880], [-14.797350, 25.256990, -27.405920], [-15.678480, 28.100930, -26.186860], [-16.007890, 26.864050, -27.455800], [-16.682000, 26.955100, -33.348860], [-15.619280, 26.792120, -33.930070], [-16.952990, 28.197440, -33.055680], [-17.556670, 26.135880, -32.976710], [-17.441700, 28.321350, -32.180520], [-16.572920, 28.981120, -33.567050], [-17.199670, 25.226070, -32.721980], [-18.328250, 26.602400, -32.521610], [-17.937300, 26.147450, -30.289500], [-17.169120, 25.172890, -29.339810], [-17.111970, 25.716710, -27.984080], [-16.626840, 24.625620, -26.980380], [-17.507090, 23.399120, -26.966380], [-17.733180, 22.779810, -28.416420], [-17.895130, 23.869910, -29.416630], [-18.340290, 23.371020, -30.601670], [-16.567850, 21.807090, -28.769930], [-19.017900, 22.029540, -28.143480], [-15.667180, 25.019760, -30.024840], [-18.942230, 26.218150, -29.873300], [-17.842870, 25.742530, -31.297090], [-17.686040, 27.207990, -30.274920], [-16.414180, 26.546120, -27.868900], [-18.102590, 25.931190, -27.583120], [-16.783010, 25.021920, -25.977050], [-15.565060, 24.383380, -27.025640], [-18.391730, 23.460980, -26.332600], [-16.910470, 22.681440, -26.403290], [-15.696140, 22.258270, -29.243900], [-16.212060, 21.216600, -27.925640], [-16.863960, 21.265210, -29.668140], [-19.097260, 21.175960, -28.816670], [-18.921080, 21.508790, -27.190830], [-19.889800, 22.683140, -28.169830], [-15.039330, 24.759530, -29.172670], [-15.258900, 25.967480, -30.375860], [-15.561760, 24.214490, -30.751840], [-17.556540, 23.282630, -31.148970]], "forces_ev_per_angstrom": [[-0.173, 1.819, -1.079], [3.293, -5.239, 3.873], [0.271, 2.375, 3.311], [-14.161, 4.145, 5.464], [5.818, -3.257, 0.023], [3.579, 5.824, -5.781], [6.336, -1.351, -7.780], [16.930, -7.090, -1.473], [5.070, -2.322, -3.968], [4.889, 0.353, -6.785], [3.792, -0.568, 1.001], [-1.343, -2.263, -1.130], [6.457, -6.008, -5.614], [-1.233, -0.101, -1.112], [1.730, -2.518, -0.941], [2.558, 2.163, -4.450], [-0.203, 0.156, 0.028], [0.027, -0.679, -1.621], [-2.526, -1.656, -0.425], [-2.781, 3.268, 2.001], [-7.703, 4.576, -0.624], [-12.432, 3.523, -12.436], [-0.412, -0.091, -0.052], [0.882, 0.259, 0.081], [0.505, -0.025, -0.018], [-2.034, -0.400, -0.367], [-4.382, 1.337, -2.627], [-7.433, -1.101, -0.457], [-3.249, 4.079, -3.082], [1.254, -0.975, 1.433], [-0.525, -0.227, -0.064], [4.526, 6.071, -3.336], [0.366, 0.805, -0.483], [-1.561, 2.600, -0.997], [-0.518, 0.435, 0.473], [0.077, 0.279, -0.220], [0.021, -0.082, -0.208], [0.107, 6.842, -3.817], [0.479, 2.251, -0.150], [0.292, 0.510, 0.241], [3.833, 1.613, 0.480], [0.213, -0.103, 0.381], [1.681, 1.641, 1.380], [4.252, 2.801, 0.467], [-0.533, 1.389, 0.538], [0.007, 0.860, 0.003], [0.080, 0.214, 0.077], [0.121, 0.027, 0.141], [-2.503, 0.905, 1.379], [0.621, -0.934, 0.323], [0.572, 1.527, 0.920], [-6.138, 3.984, 4.926], [-0.773, 0.848, -0.065], [-0.859, 0.721, 0.230], [0.154, -0.779, -0.198], [-0.007, -0.981, -0.022], [0.040, 1.059, 0.033], [-4.842, 3.983, 2.373], [-0.802, 2.958, 2.402], [0.009, -1.212, 2.891], [-0.035, 1.227, 2.334], [-3.231, 1.731, 1.170], [-12.077, 1.597, 5.165], [2.903, -0.168, 5.240], [0.085, -0.603, 0.377], [-2.578, 2.291, 3.006], [-7.033, -1.655, -3.770], [-0.735, -2.539, 0.756], [-0.053, 0.049, 12.050], [1.531, -4.038, 3.223], [0.648, 0.156, 0.557], [-2.198, -0.081, 3.252], [-0.562, -1.997, 1.502], [-2.775, -2.842, -0.320], [2.833, 1.481, 4.462], [0.832, 1.599, 0.931], [1.980, -6.207, -2.360], [1.180, 1.512, 1.911], [-0.383, -0.254, -0.275], [1.705, 0.106, -0.275], [11.157, -1.282, -5.012], [5.828, 4.833, 7.054], [4.236, 3.598, -3.389], [-0.681, -1.192, -3.221], [0.565, 5.894, -2.444], [-1.014, -7.299, -1.972], [0.465, 1.950, -2.479], [0.616, -0.683, -0.046], [-0.332, -0.166, -0.761], [2.544, -2.739, -1.810], [1.045, -5.319, 3.223], [1.272, -0.929, -4.214], [1.878, -5.650, 0.760], [-1.089, 0.637, 0.509], [1.558, -0.507, -1.247], [0.770, 1.248, 1.729], [-0.641, 0.333, 4.019], [-0.086, 0.516, -1.276], [-0.189, 0.730, -1.061], [-0.026, -1.362, -0.983], [-5.558, -1.980, 7.910], [0.903, -1.391, -1.177], [0.299, 0.296, 1.802], [4.274, -4.921, 4.777], [-8.051, -7.118, -8.625], [3.004, -2.460, -1.467], [0.472, 0.478, 0.253], [-1.474, -1.333, 0.071], [-0.390, 0.630, -0.691], [-0.035, -0.481, -0.103], [0.279, 0.888, 0.709], [-0.359, -0.340, -0.258], [-0.485, -0.988, 0.461], [-0.521, 0.192, -0.560], [-0.121, 0.301, 0.314], [0.070, -0.071, 0.054], [0.294, -0.509, -0.202], [-3.524, -1.868, 4.187], [-1.166, -1.101, 1.301], [0.461, -0.441, -0.562]], "orbital_gap_ha": 0.2686, "total_charge": -1, "lumo_ha": 0.0845, "total_energy_ev": -95121.0375, "multiplicity": 1, "molar_mass_da": 856.9}



Entry 2:
{"formula": "C2H7BrN4", "method": "ωB97M-V/def2-TZVPD", "species": ["C", "C", "N", "N", "N", "N", "Br", "H", "H", "H", "H", "H", "H", "H"], "positions_angstrom": [[-0.431132, 1.244633, 0.058546], [1.309504, -0.258155, 0.773930], [-1.629993, 1.664536, -0.336941], [0.020471, 0.001765, 0.138255], [-0.439335, -1.067778, -0.815600], [-2.795369, 1.363662, -0.437456], [-3.665808, -0.468759, 0.163650], [0.072934, 1.908161, 0.782112], [2.254945, 0.041390, 0.266703], [1.220767, 0.279253, 1.724669], [1.437322, -1.373076, 0.802120], [-1.384292, -1.209677, -1.027875], [0.127061, -1.899504, -0.900412], [-3.472390, 2.029443, -0.859197]], "forces_ev_per_angstrom": [[-0.009, -1.729, 3.100], [1.050, -1.279, 0.344], [-1.687, 1.363, -1.555], [-1.278, -3.001, -5.374], [2.821, 3.295, 2.542], [0.459, -2.489, 1.058], [0.913, 2.206, -0.651], [-0.145, 0.205, -0.824], [-1.057, 0.519, -0.325], [0.429, -0.643, 0.133], [-0.409, 1.073, 0.762], [-1.822, 0.448, 0.117], [0.582, 0.121, 0.632], [0.153, -0.090, 0.043]], "orbital_gap_ha": [0.2748, 0.2745], "total_charge": 2, "lumo_ha": [-0.4493, -0.4493], "total_energy_ev": -78165.7976, "multiplicity": 1, "molar_mass_da": 167.0}



Entry 3:
{"formula": "C4H9NO", "method": "ωB97M-V/def2-TZVPD", "species": ["C", "N", "C", "C", "C", "O", "H", "H", "H", "H", "H", "H", "H", "H", "H"], "positions_angstrom": [[-1.486874, -0.863119, 0.209839], [-0.325614, -0.000831, 0.269535], [-0.603760, 1.370090, -0.108529], [0.855559, -0.509918, -0.391691], [2.096591, -0.140474, 0.403250], [3.205758, -0.045527, -0.060530], [-1.919251, -0.977649, -0.800759], [-2.263706, -0.459926, 0.868767], [-1.219109, -1.856409, 0.584780], [-1.483645, 1.734146, 0.430611], [0.244870, 2.011120, 0.161438], [-0.786820, 1.492760, -1.192970], [0.979535, -0.166312, -1.433820], [0.819167, -1.607357, -0.423740], [1.887298, 0.019405, 1.483824]], "forces_ev_per_angstrom": [[-0.125, -0.113, 0.032], [0.004, 0.013, -0.012], [-0.003, 0.194, 0.023], [0.048, -0.058, -0.034], [0.348, -0.014, -0.192], [-0.478, -0.025, 0.190], [0.094, 0.055, 0.079], [0.090, -0.067, -0.135], [-0.066, 0.132, -0.082], [0.138, -0.052, -0.053], [-0.135, -0.095, -0.069], [0.001, -0.067, 0.142], [-0.051, -0.048, 0.148], [0.034, 0.133, 0.065], [0.101, 0.012, -0.101]], "orbital_gap_ha": 0.3633, "lumo_ha": 0.0354, "total_energy_ev": -7830.6007, "multiplicity": 1, "molar_mass_da": 87.1, "smiles": "CN(C)CC=O"}